No. 1
Here is a 3-piece molecular cluster, C32H50BrN4O5 overall at a distorted geometry from the Open Molecules 2025 dataset. Energies are from ωB97M-V/def2-TZVPD.

```
! RIJCOSX wB97M-V def2-TZVPD def2/J DEFGRID3
* xyz 1 1
C -6.8267 2.6715 -4.8114
C -0.8850 -1.5651 0.3187
H -7.0145 2.6791 -3.7353
C 3.0293 -0.2852 5.9871
C 0.5776 -1.7687 5.3802
Br -1.6691 1.7857 1.1734
C 1.1129 0.7192 4.2013
H -6.1092 3.0957 -7.0904
C 2.0330 -1.5837 6.1820
H 3.5944 -3.4230 -4.6485
H -4.5884 3.9208 -6.7178
H -0.0982 -0.6708 -4.8025
H -4.3218 1.8618 -3.5452
C 8.1447 -0.4481 9.0813
C -0.1669 -5.0000 -6.4051
H 2.3993 -2.4182 6.9411
H -7.7491 2.9545 -5.3267
H -1.1438 -5.4251 -6.8931
H -5.8006 6.0457 -6.2060
H -3.5422 0.7095 -0.8330
H -0.0899 -2.7132 5.5604
C -0.4834 0.9552 -0.2074
H -0.7344 1.2305 -3.3847
O 6.6138 0.6012 7.4864
H 0.7081 0.5075 -2.3741
H 7.0451 1.7509 5.8458
H -6.5352 1.6580 -5.1113
H -2.2324 -1.8558 -1.3453
H 0.9624 -2.4441 -2.2378
C -0.3139 -1.0496 -3.6911
C 2.6402 -4.9733 -6.2461
N 0.6023 -1.3677 0.5077
H 4.0682 -0.1542 6.5157
C -0.2425 -3.8216 -5.2312
H -7.9932 6.9234 -5.4259
C -1.3096 -1.9064 2.8425
C 1.2669 -5.6296 -6.9377
H 7.2006 -1.4006 7.3602
C 0.8122 0.1224 0.4257
C -2.7872 0.7426 -1.7266
H 10.3750 1.5413 7.7073
C 1.1199 -3.1908 -4.4967
H 1.6927 0.2942 -0.3621
C -5.6562 3.8851 -6.4785
H -3.6824 -2.8698 0.5855
N -4.2909 0.8771 -3.8945
H 3.1576 1.9054 4.7466
C -6.2761 5.2508 -6.7938
H 1.1664 0.6394 1.4139
C -8.0592 5.8347 -5.3461
H 0.7707 1.5681 3.4447
H -7.4320 5.4867 -4.5196
H -4.6687 -0.0127 1.0583
C -4.2637 -0.9152 1.6883
N -1.7622 -1.7921 1.3834
H 1.9862 -1.3614 -3.3990
C -3.2863 -1.9357 1.1920
C -3.4900 0.0898 -3.0572
C 2.5412 0.9176 4.9809
H -1.3440 -3.4608 -4.9564
H 0.0102 1.8622 -0.8070
H 8.7275 1.9069 8.2577
H 7.9051 0.2946 9.8522
O 9.3440 -0.0939 8.3869
C 7.1290 0.7090 6.1631
H -6.1106 5.4742 -7.8533
H -0.3480 -2.5988 2.8805
C -1.3012 0.0864 -1.3683
C -0.4002 0.2976 -2.7616
H 1.3237 -6.4896 -7.7561
H 10.0147 1.5484 9.4473
H -1.3218 -1.6415 -3.7474
H -9.0969 5.5625 -5.1307
C 0.9963 -2.0237 -3.3295
H -2.5876 1.8866 -1.9760
H 6.5342 0.0850 5.4857
C 0.1120 -0.5899 4.3350
H -2.1536 -2.4904 3.4480
H 6.0988 -0.9714 8.6771
O -7.6913 5.2401 -6.5864
O -1.1222 -0.6044 3.5105
H 3.6575 -5.4149 -6.6507
H 8.3373 -1.4018 9.5845
H 8.1802 0.4123 6.1058
N -1.3379 -1.3980 -1.1134
C 9.6167 1.3017 8.4589
H -4.6541 -1.0128 2.7932
C 6.9731 -0.6342 8.1109
O -5.7611 3.5752 -5.0864
H -3.4058 -1.0488 -3.3914
H 0.9975 -1.8148 1.3490
C 2.5630 -3.7964 -5.0606
*
```

Max |F| = 6.53 eV/Å
Orbital gap = 4.88 eV
LUMO energy = -5.3 eV



No. 2
Here is C24H32BrN6O3V as an isolated structure at a distorted geometry from the Open Molecules 2025 dataset. Energies are from ωB97M-V/def2-TZVPD.

```
! RIJCOSX wB97M-V def2-TZVPD def2/J DEFGRID3
* xyz 1 2
C 1.0106 2.0459 -3.9184
N 0.6019 0.7791 -3.2382
H 0.1401 0.5731 3.6673
H 4.4185 -1.1349 0.4654
H 3.6195 -2.2287 -1.1886
C 2.5989 0.1656 0.4908
H -2.0196 5.3775 -1.8722
C -2.1090 -2.2823 2.3186
H 1.7694 1.8195 -4.6933
N -1.8951 -2.1944 1.0216
H 0.2464 2.3931 3.6398
C 0.4988 3.1389 1.3503
H -3.9823 -4.6964 0.3357
H -1.0389 1.0949 3.2267
H 3.1414 -4.1975 3.6823
C 3.2960 -1.8260 -2.1396
H -4.4917 -0.2135 -0.6893
H -1.0097 -0.4087 -3.0643
H 0.1626 2.6316 -4.3323
N 1.9329 -0.1258 -0.7356
C 3.8994 -0.3520 0.9945
H -4.3547 2.3132 -0.8457
C 4.5857 0.1988 2.1118
N -3.6779 1.5459 -0.8632
C -1.5645 4.4346 -1.5558
H -4.5835 -4.5741 2.8089
C -0.4099 0.0769 -3.8417
O -1.4329 1.7355 -1.0560
H 4.2076 -3.3431 -3.3185
N 0.4202 1.6119 1.7671
H -0.9352 4.0064 -2.3478
H -3.6864 -3.2988 5.2098
C 1.9706 -0.9454 -4.2332
C 3.5835 -2.4673 -3.4032
C 2.4113 -0.8014 -1.9289
H -0.9887 0.7827 -4.5241
H -0.4261 3.8231 1.7445
C -3.8165 -3.9584 2.3741
C 1.7391 -0.2484 -3.0796
C 3.9262 1.0972 2.9217
O -2.7638 3.5091 -1.3536
H -1.9933 -2.7374 5.1113
H -4.4157 0.4936 0.6310
H 2.9190 -2.3394 -5.4665
H 0.5468 3.0419 0.2462
C 1.9390 1.0750 1.4465
C 2.6460 1.4714 2.5297
H -1.0334 4.5175 -0.5970
H -3.3621 -1.6044 4.7922
H -1.4205 -1.6319 2.6562
Br -2.2322 -3.0645 -1.6222
C -2.5773 -3.1070 0.3866
H 1.5565 2.6222 -3.1418
C -0.0127 1.4577 3.0908
H 4.3304 1.4797 3.8530
C 2.9533 -1.9959 -4.4436
N -3.9461 0.3557 -0.1721
C -2.9966 -2.6294 4.6651
C -2.9986 -3.0636 3.0682
H 1.3233 -0.6905 -5.0798
H 5.5881 -0.1519 2.3195
C -2.5238 2.2388 -1.0612
H 2.1190 2.1612 3.1826
H 1.5451 3.4275 1.5341
C -3.4601 -4.0093 1.0279
V -0.0526 -0.5774 -0.4516
O 0.5648 -2.5967 -0.4130
*
```

Max |F| = 7.72 eV/Å
Orbital gap (spin up / spin down) = 4.30 / 4.30 eV
LUMO energy (spin up / spin down) = -5.3 / -5.3 eV



No. 3
Here is C26H47BHfN6O7P2 as an isolated structure at a distorted geometry from the Open Molecules 2025 dataset. Energies are from ωB97M-V/def2-TZVPD.

```
! RIJCOSX wB97M-V def2-TZVPD def2/J DEFGRID3
* xyz 2 1
H -0.4735 -5.8692 0.4234
C -1.8209 3.0599 0.2074
H 3.8962 2.4322 1.9150
H -5.6573 -2.2427 -0.0611
H -4.6130 -3.6515 -0.0232
H 0.5830 -5.1497 -0.7909
H 4.2292 -3.1647 0.1923
H 1.8404 -1.0198 -4.7408
H 0.7288 2.9188 -4.8512
C 1.4124 2.2213 3.0550
C -0.6066 -3.7733 0.3067
C -3.6761 -1.8014 0.6600
N 2.0426 -1.4205 0.8496
H 0.3557 4.3804 1.7744
H -1.8902 0.8596 -3.0604
P -0.0798 3.4746 -0.1695
C -2.2807 -2.3254 0.4833
H -1.1066 -0.3186 -5.2410
H 4.7724 1.4237 3.0648
H -4.0585 -3.0462 2.3957
H -3.0599 1.8447 -0.7024
O 0.0357 4.1799 -1.5570
N -0.1286 -2.5227 0.1552
C -1.1820 1.6505 -3.3096
C 1.1073 2.1312 -4.2063
H -3.3875 -1.4571 2.7873
O 0.4664 4.5447 0.8261
C -0.3987 0.4960 -5.3697
H 1.7448 0.2458 4.9444
H 1.8783 -3.1799 -0.4484
H -0.8430 2.1717 -2.4186
H -0.8738 1.2874 -5.9444
P -1.9203 2.3527 1.9275
Hf -0.1562 0.3369 0.1669
N 1.2809 -1.3942 -1.5788
C 3.1464 -1.8627 1.4865
H 1.9906 1.7061 -4.6741
H 0.5088 1.7155 3.3856
H 1.0008 -5.0405 0.9208
C 3.4778 -0.9235 2.4388
H 3.2312 -3.9898 1.3945
C 0.6418 -0.0395 -3.1720
H 0.2372 5.1191 -1.5859
C 3.9021 2.0597 2.9367
C -2.7935 4.1848 -0.0305
C -1.9654 -3.6774 0.5287
H 3.1813 -3.0058 -3.8520
O 0.6922 2.1780 -0.2172
H -1.6703 2.3665 -3.9647
C 1.9005 -1.8055 -2.7020
N 1.6424 -0.2093 1.3675
H 1.5435 3.1252 3.6461
C 2.8014 -2.9739 -2.8348
C 0.1779 -5.0259 0.2115
H -2.4817 5.0568 0.5387
O -3.2791 2.1538 2.4085
C 0.0315 1.0531 -4.0049
H 0.4431 0.1348 -5.9500
H -2.8569 4.4501 -1.0848
H -5.0746 -1.6104 2.2963
C -3.7289 -0.3247 0.2847
B 1.3057 -2.1783 -0.2577
H -3.7796 3.8964 0.3338
C -4.0711 -1.9923 2.1315
H -3.3925 -0.2188 -0.7507
H 3.6440 -2.9152 -2.1509
H -4.7504 0.0372 0.3724
H 1.3918 2.5672 -3.2508
O -1.0200 1.1028 1.7831
H 4.3067 -0.9720 3.1127
H -4.4016 -2.4412 -1.2885
C 3.8687 -3.1272 1.2171
N -1.1522 -1.6028 0.2591
H 3.5065 0.2225 4.9230
C 2.5311 0.0931 2.3494
H 1.3361 2.4853 2.0025
H 2.2671 -3.9025 -2.6441
C 1.5237 -0.9600 -3.7225
H -3.1123 0.2352 0.9869
H 4.0072 2.9031 3.6150
H 2.6613 1.6913 5.3718
H 4.7236 -3.1968 1.8835
C 2.6047 1.2985 3.2507
H -2.6387 -4.4923 0.6867
O -2.0857 1.9035 -0.6176
C -4.6423 -2.5884 -0.2380
H -1.5094 3.6516 3.5968
N 0.4852 -0.2949 -1.8456
C 2.6322 0.8284 4.7123
O -1.1009 3.4767 2.7443
*
```

Max |F| = 1.41 eV/Å
Orbital gap = 8.74 eV
LUMO energy = -5.7 eV



No. 4
Here is a 5-piece molecular cluster, C5H20N10O5 overall at a distorted geometry from the Open Molecules 2025 dataset. Energies are from ωB97M-V/def2-TZVPD.

```
! RIJCOSX wB97M-V def2-TZVPD def2/J DEFGRID3
* xyz 0 1
N -3.3232 1.6596 -6.0192
N -1.1903 5.8577 -0.6998
H 6.2607 -4.2604 3.1369
N -0.0599 0.0826 -1.2910
N 5.5909 -4.4420 2.4031
N -1.8342 -2.8728 6.3830
H 0.3593 -3.2981 5.7143
C -2.3833 1.8946 -5.1632
O -2.1953 -2.6202 4.2410
H -1.0836 1.6301 -6.7413
C -1.4448 -2.7369 5.1493
O -0.3524 -1.6697 -0.0303
H -2.8145 -2.6932 6.5468
O 0.6664 6.6997 0.3370
H 1.7151 5.4207 -1.7212
H 0.8676 -0.3044 -1.3917
H -1.6779 6.4235 -0.0199
C 4.4057 -4.0695 2.6177
H 4.0339 -4.8356 0.8270
H -4.3046 1.6066 -5.7865
H -3.0827 1.8637 -6.9786
C -0.8288 -0.7627 -0.6668
H -2.6331 -1.2828 -0.3789
O -2.5061 2.0292 -3.9857
N -1.2438 2.0390 -5.8317
H 5.6759 -5.2259 1.7718
H -1.1534 -3.0023 7.1178
C 0.1226 6.0633 -0.6541
H 0.1520 4.6571 -1.9844
H -0.4401 2.2037 -5.2427
N 0.7383 5.3129 -1.4880
H 2.7234 -3.8455 1.4496
H -1.5842 5.5118 -1.5631
N 3.6193 -4.2953 1.5728
O 4.1407 -3.4533 3.6198
H -2.4480 0.1232 -1.4971
N -0.1811 -2.9392 4.9403
N -2.0912 -0.6004 -0.8895
H -0.3933 0.8759 -1.8198
H 0.1781 -2.7448 4.0165
*
```

Max |F| = 7.50 eV/Å
Structure (SMILES) = NC(N)=O.NC(N)=O.NC(N)=O.NC(N)=O.NC(N)=O
Orbital gap = 9.21 eV
LUMO energy = 0.1 eV
Energy above the lowest of the compared OMol25 structures with the same formula, charge and spin = 357.75 kJ/mol



No. 5
Here is an isolated ion of composition C4H7O3 and charge -1 at a distorted geometry from the Open Molecules 2025 dataset. Energies are from ωB97M-V/def2-TZVPD.

```
! RIJCOSX wB97M-V def2-TZVPD def2/J DEFGRID3
* xyz -1 1
O 0.8406 -0.3343 -2.1672
H -0.5610 1.8633 0.9643
O 2.2458 -0.9485 -0.5115
C -0.0655 1.4110 0.1016
H 0.9325 1.8411 0.0121
H -0.6210 1.6533 -0.8029
O 0.7132 -0.4769 1.4253
C -1.3244 -0.7731 0.1741
H 1.5814 -0.8046 1.0733
H -1.9747 -0.3276 0.9356
H -1.2369 -1.8375 0.3841
C 1.2056 -0.5211 -1.0163
C 0.0419 -0.1115 0.2318
H -1.7776 -0.6335 -0.8044
*
```

Max |F| = 3.30 eV/Å
Structure (SMILES) = CC(C)(O)C(=O)[O-]
Orbital gap = 8.01 eV
LUMO energy = 4.2 eV
Energy above the lowest of the compared OMol25 structures with the same formula, charge and spin = 6.20 kJ/mol



No. 6
Here is a single C4H7FO molecule at a distorted geometry from the Open Molecules 2025 dataset. Energies are from ωB97M-V/def2-TZVPD.

```
! RIJCOSX wB97M-V def2-TZVPD def2/J DEFGRID3
* xyz 0 1
F -0.1098 1.4977 0.0152
H -2.6293 -0.1047 -1.1204
H 0.8652 -1.6836 0.1687
H 0.7827 -0.1917 1.3601
C 2.0110 0.3768 0.1115
C -0.3532 0.1788 -0.3855
O 3.1083 -0.0160 -0.3677
C 0.7892 -0.6017 0.2821
C -1.8006 -0.2543 -0.0986
H -0.1194 0.3725 -1.4002
H 1.7309 1.5190 0.5501
H -2.4450 0.3785 0.8462
H -1.8300 -1.4714 0.0387
*
```

Max |F| = 4.63 eV/Å
Structure (SMILES) = C[C@@H](F)CC=O
Orbital gap = 10.46 eV
LUMO energy = 0.9 eV
Energy above the lowest of the compared OMol25 structures with the same formula, charge and spin = 323.08 kJ/mol



No. 7
Here is Br4Cl3O12Sr3 as an isolated structure at a distorted geometry from the Open Molecules 2025 dataset. Energies are from ωB97M-V/def2-TZVPD.

```
! RIJCOSX wB97M-V def2-TZVPD def2/J DEFGRID3
* xyz -1 1
O 3.5218 0.7847 2.1138
O 2.0414 -0.0146 3.9619
Br 0.8061 5.4628 0.6940
Cl 0.9368 0.8370 3.6675
O -3.9298 -0.7548 -5.3346
O 5.2496 0.1634 0.5104
Sr 0.7383 -1.3698 0.7338
Sr 1.4129 2.7426 0.8930
Br 0.6906 -2.5971 -2.3474
O -0.1365 0.7388 4.6608
Cl 3.8761 0.3385 0.7707
Br -1.0328 1.0051 -0.7135
O -5.8160 -1.5726 -4.3600
O 0.3755 0.3209 2.4090
Br -2.1338 -2.4710 1.2995
Sr -2.1864 -1.7482 -1.8559
Cl -4.4655 -1.3504 -4.1319
O -3.6318 -2.5530 -3.9157
O 3.3139 1.3003 -0.1949
O -4.2363 -0.5256 -2.9687
O 1.3862 2.1835 3.4010
O 3.2197 -0.9204 0.7074
*
```

Max |F| = 4.54 eV/Å
Orbital gap = 8.94 eV
LUMO energy = 1.6 eV



No. 8
Here is C6H12O as an isolated structure from the Open Molecules 2025 dataset. Energies are from ωB97M-V/def2-TZVPD.

```
! RIJCOSX wB97M-V def2-TZVPD def2/J DEFGRID3
* xyz 0 1
H 2.0971 0.4247 0.9090
H -1.7171 2.1563 -2.4004
H 0.6358 -2.0493 2.0712
H 2.3626 -1.3192 1.5171
H 1.1599 -1.0791 -0.8202
C 1.6673 -0.2183 1.6672
H -1.7443 2.3928 -0.6385
C 1.0244 -1.4173 1.2759
C -0.6022 0.6634 -1.2634
H 1.7697 0.0551 2.7110
H -2.7248 1.1164 -1.3802
H -0.0218 -2.3648 -0.3356
H 0.3518 1.2005 -1.3544
O -0.1830 0.8133 1.0829
H -1.5617 -0.5043 0.3364
C -1.7631 1.6414 -1.4342
H -0.6353 -0.1032 -2.0493
C 0.5021 -1.4562 -0.0376
C -0.6173 0.0478 0.1431
*
```

Max |F| = 0.28 eV/Å
Orbital gap = 9.06 eV
LUMO energy = 0.7 eV
Energy above the lowest of the compared OMol25 structures with the same formula, charge and spin = 427.76 kJ/mol



> max |F| of number 1 (C32H50BrN4O5)?

6.53 eV/Å



> Among the records above, which one has the highest max |F|?

C24H32BrN6O3V



> Among the records above, which one has the highest max |F|?

C24H32BrN6O3V